C20H32Br12O3 | the ωB97M-V functional and the def2-TZVPD basis

The geometry in XYZ format:
```
67
Properties=species:S:1:pos:R:3:forces:R:3
O -4.355 2.252 -2.500 -0.1 0.9 0.4
C -3.775 1.305 -2.932 -0.4 0.0 0.0
O -3.622 1.084 -4.246 0.7 -0.2 -0.1
O -3.269 0.332 -2.171 0.3 -0.6 0.0
C -2.009 0.696 -1.557 0.2 0.1 0.3
C -0.925 0.916 -2.567 0.0 0.1 0.0
C -0.664 2.214 -3.018 -0.1 -0.3 0.1
C 0.306 2.452 -3.982 -0.2 -0.5 0.3
C 1.029 1.368 -4.471 0.0 0.3 -0.1
C 0.775 0.075 -4.031 -0.2 0.2 0.1
C -0.210 -0.160 -3.074 0.3 0.4 -0.6
H -3.548 1.966 -4.634 -0.5 -0.1 -0.3
H -1.749 -0.102 -0.871 -0.2 -0.2 -0.2
H -2.143 1.588 -0.945 -0.2 0.2 -0.1
H -1.268 3.008 -2.596 0.1 0.2 0.0
H 0.485 3.455 -4.335 0.1 0.1 -0.1
H 1.799 1.565 -5.204 0.1 -0.2 -0.1
H 1.358 -0.735 -4.450 -0.1 0.0 0.2
H -0.403 -1.169 -2.754 -0.1 -0.1 0.2
Br -0.504 -1.043 1.359 0.2 -0.2 0.1
C -2.052 -0.736 2.494 0.0 0.0 -0.3
C -2.009 0.644 3.089 -0.1 0.1 0.3
Br -0.707 0.761 4.527 0.0 0.1 0.0
H -2.054 -1.522 3.243 0.0 0.0 0.1
H -2.921 -0.849 1.848 0.0 0.0 0.0
H -2.967 0.899 3.537 0.0 -0.1 0.0
H -1.735 1.402 2.360 0.0 0.0 0.0
Br 3.151 -1.543 -6.142 0.1 -0.1 -0.1
C 1.563 -2.253 -7.014 0.1 -0.1 0.1
C 1.702 -2.249 -8.513 -0.2 0.1 -0.1
Br 1.485 -0.462 -9.247 0.1 0.0 0.0
H 0.724 -1.655 -6.670 0.0 0.0 0.0
H 1.461 -3.272 -6.646 0.0 0.0 0.0
H 0.917 -2.848 -8.967 0.0 0.0 0.0
H 2.671 -2.609 -8.843 0.0 0.0 0.0
Br 2.495 -3.131 3.944 0.1 0.0 0.0
C 3.844 -1.732 3.849 -0.2 -0.1 0.1
C 3.487 -0.684 2.830 0.1 0.1 -0.2
Br 3.801 -1.306 1.012 -0.1 0.0 0.0
H 4.788 -2.221 3.632 0.0 0.0 0.0
H 3.879 -1.295 4.844 0.0 0.0 0.0
H 4.120 0.193 2.948 0.0 0.0 0.0
H 2.444 -0.386 2.883 0.0 0.0 0.0
Br -2.689 -1.416 7.472 0.0 -0.1 0.0
C -2.460 -0.352 9.082 -0.1 0.0 -0.2
C -1.639 0.881 8.809 0.2 0.0 0.1
Br 0.252 0.465 8.630 0.0 0.0 -0.1
H -2.012 -1.000 9.827 0.0 0.0 0.0
H -3.464 -0.077 9.397 0.0 0.0 0.0
H -1.706 1.575 9.644 0.0 0.0 0.0
H -1.935 1.384 7.894 0.0 0.0 0.0
Br 1.769 -2.745 -1.773 0.2 -0.1 0.1
C 1.553 -3.772 -3.405 -0.2 0.2 0.1
C 1.097 -5.180 -3.125 0.1 -0.2 -0.1
Br 2.552 -6.286 -2.461 0.0 0.0 0.0
H 2.502 -3.732 -3.929 0.0 0.0 0.0
H 0.797 -3.239 -3.983 0.0 0.0 0.0
H 0.763 -5.662 -4.041 0.0 0.0 0.0
H 0.306 -5.223 -2.383 0.0 0.0 0.0
Br 0.462 3.529 1.985 0.0 -0.1 0.0
C -0.655 4.665 3.099 0.0 0.0 -0.2
C 0.168 5.606 3.937 0.0 0.0 0.2
Br 0.992 4.692 5.444 0.0 0.0 -0.1
H -1.271 4.004 3.701 0.0 0.0 0.1
H -1.283 5.221 2.407 0.0 0.0 0.0
H -0.464 6.375 4.375 0.0 0.0 0.0
H 0.970 6.072 3.375 0.0 0.0 0.0
```
Positions in Å, forces in eV/Å.

multiplicity: 1
Kohn-Sham gap: 0.35806 Ha

=====

C20H32Cl2N2O6SbW | the ωB97M-V functional and the def2-TZVPD basis

The geometry in XYZ format:
```
64
Properties=species:S:1:pos:R:3:forces:R:3
W 0.274 0.104 -1.228 -0.3 0.1 0.4
Cl 0.394 -1.095 0.941 0.1 -0.1 0.1
C -0.865 -1.445 -0.307 0.0 0.0 -0.1
Cl -0.825 -0.488 -3.180 -0.2 -0.1 -0.2
H -1.850 -1.317 0.122 0.0 0.0 0.0
H -0.692 -2.455 -0.671 0.0 0.0 0.0
O 1.626 1.124 -2.715 0.0 -0.1 -0.1
C 2.595 0.804 -1.999 -0.2 -0.2 0.2
O 2.314 0.180 -0.893 0.5 0.4 -0.3
C 3.983 1.117 -2.383 0.0 -0.1 0.0
C 5.020 0.929 -1.483 0.0 0.1 0.1
C 6.300 1.260 -1.884 0.0 0.0 0.1
C 6.597 1.707 -3.157 0.0 0.1 0.0
C 5.532 1.885 -4.019 0.0 0.0 0.0
C 4.229 1.620 -3.658 0.0 -0.1 0.0
N 5.803 2.408 -5.381 0.0 -0.1 0.0
O 6.963 2.550 -5.688 0.0 0.0 0.0
O 4.839 2.644 -6.073 0.0 0.0 0.0
N 7.382 1.206 -0.880 0.0 0.1 -0.5
O 8.517 1.295 -1.266 -0.1 -0.1 0.1
O 7.029 1.146 0.290 0.8 -1.3 -0.6
H 4.836 0.545 -0.489 0.0 0.0 0.0
H 7.610 1.932 -3.460 0.0 0.0 0.0
H 3.423 1.782 -4.360 0.0 0.0 0.0
C 3.910 3.060 2.491 -0.1 -0.2 -0.1
C 5.010 3.832 1.927 0.5 0.0 0.1
C 4.924 5.279 1.794 -0.1 0.1 -0.1
C 6.215 3.130 1.519 -0.8 0.8 0.6
Sb -0.777 2.111 -0.363 0.0 -0.1 -0.1
C -7.157 6.432 2.891 0.0 0.0 0.0
C -8.284 5.680 2.365 0.0 0.0 0.0
C -5.979 6.660 2.060 0.1 0.0 0.0
C -7.217 7.012 4.225 0.0 0.0 0.0
C -3.134 -3.124 -6.580 0.0 0.0 0.0
C -3.215 -3.063 -5.128 0.0 0.0 0.0
C -2.027 -2.492 -7.285 0.0 0.0 0.0
C -4.144 -3.850 -7.334 0.0 0.0 0.0
H 3.379 3.595 3.278 0.0 0.0 0.0
H 4.230 2.068 2.807 -0.1 0.0 0.0
H 3.182 2.918 1.661 0.2 0.1 0.2
H 5.815 5.722 2.259 0.0 0.0 0.0
H 4.017 5.716 2.199 0.0 0.0 0.0
H 5.041 5.531 0.731 0.0 0.0 0.0
H 6.743 2.935 2.472 0.0 -0.1 0.0
H 6.879 3.702 0.876 0.0 0.0 0.0
H 5.993 2.129 1.144 -0.2 0.5 0.2
H -8.047 5.089 1.484 0.0 0.0 0.0
H -8.988 6.473 2.041 0.0 0.0 0.0
H -8.817 5.119 3.131 0.0 0.0 0.0
H -5.310 5.801 2.261 -0.1 0.0 0.0
H -5.428 7.555 2.344 0.0 0.0 0.0
H -6.203 6.627 0.994 0.0 0.0 0.0
H -8.010 6.616 4.852 0.0 0.0 0.0
H -7.402 8.088 4.057 0.0 0.0 0.0
H -6.242 6.983 4.717 0.0 0.0 0.0
H -2.815 -2.136 -4.712 0.0 0.0 0.0
H -2.507 -3.850 -4.805 0.0 0.0 0.0
H -4.191 -3.330 -4.731 0.0 0.0 0.0
H -1.436 -1.815 -6.677 0.0 0.0 0.0
H -2.376 -2.023 -8.210 0.0 0.0 0.0
H -1.392 -3.322 -7.637 0.0 0.0 0.0
H -4.969 -3.120 -7.433 0.0 0.0 0.0
H -4.567 -4.684 -6.773 0.0 0.0 0.0
H -3.834 -4.126 -8.338 0.0 0.0 0.0
```
Positions in Å, forces in eV/Å.

multiplicity: 1
Kohn-Sham gap (alpha / beta): 0.19536 / 0.19327 Ha
charge: +3

=====

C20H32Cl5N4V | the ωB97M-V functional and the def2-TZVPD basis

The geometry in XYZ format:
```
62
Properties=species:S:1:pos:R:3:forces:R:3
V 0.739 -0.775 0.210 -3.8 0.2 -3.0
N 1.019 -1.905 1.645 0.5 0.2 0.2
N -0.050 -2.112 -0.953 1.4 1.0 1.5
N 0.130 1.250 0.650 0.2 0.0 0.2
N 0.338 0.578 -1.368 -0.3 0.0 -0.7
H 1.994 -3.521 0.688 -0.3 -0.1 0.4
C 1.249 -3.355 1.491 -0.2 0.2 0.2
H 0.314 -3.881 1.220 0.4 0.3 0.1
H 1.627 -3.773 2.446 -0.1 0.1 -0.6
H 2.222 -1.812 3.387 -0.4 0.2 -0.1
C 1.272 -1.396 2.996 0.2 0.0 -0.1
H 0.448 -1.647 3.698 0.4 0.1 -0.5
H 1.365 -0.297 2.948 -0.1 -0.3 0.2
C 0.842 -2.744 -1.901 0.4 -0.4 -0.2
H 0.431 -2.655 -2.928 0.3 0.0 0.4
H 1.846 -2.291 -1.873 -0.3 -0.2 -0.1
H 0.929 -3.832 -1.682 0.0 0.5 -0.1
H -1.687 -2.642 -2.157 0.1 0.0 0.2
C -1.380 -2.661 -1.097 -0.5 -0.1 -0.2
H -1.399 -3.717 -0.767 0.2 0.2 -0.1
H -2.126 -2.120 -0.523 0.3 0.0 -0.2
C 0.341 2.206 1.744 0.1 -0.4 -0.2
H 1.365 1.939 2.034 0.0 0.4 0.5
C -0.597 1.936 2.904 -0.4 0.0 0.6
H -0.404 0.974 3.383 -0.1 -0.1 -0.2
H -0.471 2.696 3.683 0.1 -0.1 -0.1
H -1.656 1.949 2.620 0.2 0.0 -0.2
C 0.360 3.699 1.382 0.1 0.1 -0.2
H 0.413 4.273 2.323 0.0 -0.2 -0.4
H 1.263 3.953 0.806 -0.3 -0.1 0.0
H -0.527 4.054 0.827 0.3 -0.3 0.3
H 1.130 1.646 -4.491 0.0 0.2 -0.1
C 1.123 1.707 -3.404 0.4 0.2 -0.3
H 0.593 2.617 -3.108 -0.1 -0.2 -0.1
H 2.157 1.795 -3.062 -0.1 0.1 0.0
C 0.490 0.452 -2.855 0.2 0.0 1.9
H 1.228 -0.361 -2.911 -0.2 0.2 -0.3
C -0.738 0.029 -3.616 -0.5 -0.3 -0.5
H -1.401 -0.623 -3.046 0.1 0.2 0.2
H -1.317 0.879 -3.981 -0.1 0.0 0.2
H -0.436 -0.543 -4.500 0.0 0.1 0.0
H -0.394 2.590 -0.984 0.4 -0.9 0.5
C -0.109 1.576 -0.623 3.0 -0.1 -0.3
C 2.784 -0.473 0.032 0.3 -0.6 -0.1
H 2.780 -0.364 1.114 0.9 0.5 0.3
H 3.116 -1.522 -0.195 -0.3 0.6 0.4
C 3.617 0.437 -0.800 1.3 1.1 -0.8
H 3.818 -0.010 -1.791 -0.3 0.4 0.3
C 4.294 1.605 -0.530 -2.6 -1.5 0.8
H 4.089 2.034 0.460 0.4 0.1 -0.3
H 4.759 2.253 -1.269 0.2 -0.6 0.1
Cl -2.640 1.989 -1.418 -0.1 -0.1 -0.6
C -3.010 0.939 -0.080 -2.1 -0.5 1.9
C -2.256 -0.077 0.450 1.9 -0.9 -0.8
C -2.715 -0.904 1.440 -2.2 1.3 0.4
Cl -1.830 -2.256 2.095 0.0 -0.2 0.1
C -4.013 -0.697 1.986 0.7 0.4 -0.9
Cl -4.613 -1.736 3.199 -0.4 -0.2 0.4
C -4.807 0.359 1.495 1.1 -0.4 -0.3
Cl -6.404 0.548 2.079 -0.2 0.2 0.1
C -4.289 1.200 0.490 0.6 -0.7 0.3
Cl -5.216 2.542 -0.013 -0.5 0.4 -0.1
```
Positions in Å, forces in eV/Å.

multiplicity: 1
Kohn-Sham gap (alpha / beta): 0.21346 / 0.21318 Ha

=====

C20H32ClN2O7 | the ωB97M-V functional and the def2-TZVPD basis

The geometry in XYZ format:
```
62
Properties=species:S:1:pos:R:3:forces:R:3
C 2.548 2.383 2.776 -0.8 -0.8 -0.6
C 1.930 1.805 1.455 0.8 0.1 0.3
N 2.649 1.101 0.671 -0.7 0.3 0.4
C 0.410 2.009 1.045 0.2 -0.9 0.5
C -0.138 0.555 0.790 -0.1 -0.2 -1.0
C -0.756 -0.258 1.822 0.4 1.4 -1.7
C -0.933 0.302 3.281 0.1 -0.9 -0.5
O 0.178 -0.202 4.056 -0.2 1.6 -0.9
O -0.058 -1.524 4.352 -0.8 -1.9 0.6
N -1.163 -1.532 1.481 0.5 0.9 -0.2
C -1.017 -2.096 0.232 0.8 1.1 -1.1
C -0.430 -1.371 -0.863 0.3 1.4 1.2
C -0.238 -1.888 -2.315 -0.3 -0.2 0.5
C -0.554 -3.420 -2.545 1.2 0.4 -0.5
C 0.845 -4.175 -2.723 -1.2 -0.4 -0.3
C 1.335 -4.170 -4.234 0.9 -0.9 0.6
C 2.838 -3.702 -4.410 -1.6 0.8 -1.0
O 3.674 -4.863 -4.585 1.0 0.7 -0.3
C 4.901 -4.543 -5.121 1.7 -0.8 -0.4
C 5.883 -5.728 -5.459 -1.0 -0.2 0.4
O 5.299 -3.423 -5.323 -1.0 -0.2 0.3
C 0.034 0.014 -0.566 -0.8 -1.6 1.4
Cl 0.803 0.934 -1.856 -1.0 -0.9 1.3
H 2.750 3.470 2.628 -0.1 -0.8 0.5
H 3.482 1.788 2.974 -0.8 0.9 -0.2
H 1.859 2.170 3.635 0.5 0.6 -0.7
H 3.603 1.004 1.032 -0.3 0.1 -0.1
H -0.180 2.538 1.831 0.6 -0.5 -0.6
H 0.313 2.622 0.109 0.3 -0.7 0.9
H -0.848 1.417 3.308 -0.1 -1.1 -0.1
H -1.909 -0.026 3.737 1.0 0.3 -0.4
H 0.278 -2.101 3.637 0.5 0.7 0.1
H -1.570 -2.080 2.246 0.0 0.1 -0.6
H -1.364 -3.140 0.103 0.2 1.0 0.3
H 0.838 -1.706 -2.602 -1.1 -0.1 0.4
H -0.840 -1.205 -2.980 0.5 -0.7 0.7
H -1.152 -3.478 -3.497 0.5 -0.3 1.1
H -1.105 -3.921 -1.714 0.2 0.6 -0.7
H 1.607 -3.728 -2.023 -0.7 -0.5 -0.7
H 0.654 -5.239 -2.409 0.5 1.0 -0.2
H 1.320 -5.242 -4.586 -0.1 1.1 0.2
H 0.642 -3.614 -4.920 0.7 -0.2 0.8
H 3.184 -3.044 -3.569 -0.1 -0.8 -0.7
H 2.862 -3.102 -5.363 0.3 -0.5 1.0
H 5.584 -6.261 -6.400 0.1 0.6 0.8
H 5.869 -6.486 -4.638 0.1 0.6 -0.6
H 6.904 -5.298 -5.586 -1.0 -0.3 0.2
C -5.313 5.089 4.830 -0.2 -0.1 -0.3
C -3.889 5.585 4.677 -0.4 0.2 0.5
O -3.221 4.941 3.579 0.2 0.0 -0.3
C -3.583 5.353 2.359 -0.2 0.0 0.3
O -4.395 6.203 2.108 0.2 -0.1 0.0
O -2.897 4.635 1.456 0.1 0.0 0.1
C -3.269 4.903 0.103 0.0 0.0 -0.4
H -5.333 4.001 4.922 0.1 0.0 0.2
H -5.781 5.529 5.711 0.1 0.0 0.0
H -5.919 5.345 3.960 0.1 0.1 0.1
H -3.321 5.333 5.573 0.2 -0.1 -0.2
H -3.848 6.670 4.563 0.0 -0.1 -0.2
H -3.193 5.966 -0.124 -0.1 -0.1 0.1
H -4.281 4.543 -0.084 0.0 0.2 0.0
H -2.581 4.360 -0.544 0.1 -0.1 0.2
```
Positions in Å, forces in eV/Å.

multiplicity: 1
Kohn-Sham gap: 0.27940 Ha
charge: +1

=====

- What is the multiplicity in the second record?
  1